137
Properties=species:S:1:pos:R:3:mulliken_charge:R:1 method="wB97M-V/def2-TZVPD" orbital_gap_ha=0.343 e_lumo_ev=0.0887 smiles="C[C@@H]1COC(=O)O1.C[C@@H]1COC(=O)O1.C[C@@H]1COC(=O)O1.C[C@@H]1COC(=O)O1.C[C@@H]1COC(=O)O1.C[C@@H]1COC(=O)O1.C[C@@H]1COC(=O)O1.C[C@@H]1COC(=O)O1.C[C@@H]1COC(=O)O1.COCCCCBI" homo_ev=-9.2 max_force_ev_per_a=3.0
C 5.395 1.111 -0.235 -0.42
O 4.452 2.176 0.146 -0.30
C 4.067 3.018 -0.999 1.00
C 2.563 3.639 -0.650 -0.58
C 1.489 3.052 -1.741 0.35
C 0.310 2.100 -1.116 -0.62
B 0.832 0.915 -0.103 0.07
I 0.343 0.963 2.079 0.06
H 6.527 1.458 -0.114 0.15
H 5.228 0.112 0.397 0.26
H 5.302 0.769 -1.369 0.11
H 4.894 3.872 -1.077 -0.08
H 4.101 2.460 -2.042 -0.62
H 2.663 4.813 -0.845 0.31
H 2.254 3.514 0.472 0.22
H 2.013 2.513 -2.668 -0.38
H 0.948 4.003 -2.217 0.31
H -0.569 2.686 -0.589 0.21
H -0.198 1.550 -2.046 0.22
H 1.462 -0.033 -0.476 -0.08
C -2.319 2.779 7.732 -1.38
C -1.010 2.105 7.375 0.66
C -0.384 2.630 6.118 -0.43
O 0.387 1.524 5.679 -0.29
C -0.237 0.406 6.161 0.62
O 0.038 -0.735 5.829 -0.56
O -1.211 0.737 7.060 -0.41
H -2.800 2.258 8.567 0.37
H -2.161 3.824 8.013 0.37
H -3.025 2.744 6.894 0.22
H -0.316 2.157 8.223 0.23
H 0.254 3.499 6.299 0.37
H -1.111 2.876 5.335 0.26
C 3.127 -1.255 -6.455 -1.42
C 3.107 -0.327 -5.258 0.72
C 2.143 0.812 -5.392 -0.50
O 2.718 1.797 -4.550 -0.41
C 4.063 1.549 -4.533 0.57
O 4.897 2.303 -4.062 -0.60
O 4.347 0.346 -5.115 -0.35
H 3.948 -1.975 -6.366 0.29
H 2.185 -1.804 -6.543 0.32
H 3.297 -0.701 -7.384 0.37
H 2.929 -0.901 -4.340 0.22
H 1.137 0.552 -5.052 0.34
H 2.084 1.219 -6.409 0.30
C 5.224 -6.293 -8.414 -1.47
C 4.450 -5.970 -7.152 0.52
C 3.355 -6.948 -6.848 -0.52
O 2.452 -6.163 -6.089 -0.30
C 2.628 -4.869 -6.498 0.59
O 1.894 -3.944 -6.197 -0.52
O 3.735 -4.753 -7.291 -0.31
H 5.904 -5.472 -8.664 0.36
H 5.807 -7.211 -8.295 0.38
H 4.552 -6.414 -9.271 0.36
H 5.140 -5.860 -6.306 0.28
H 3.708 -7.804 -6.266 0.31
H 2.832 -7.311 -7.740 0.31
C -6.006 7.732 6.035 -1.59
C -5.200 6.450 5.994 1.22
C -5.337 5.610 7.228 -0.56
O -4.119 4.886 7.238 -0.25
C -3.202 5.667 6.589 0.60
O -2.002 5.449 6.568 -0.56
O -3.808 6.724 5.972 -0.39
H -5.752 8.369 5.181 0.36
H -7.079 7.523 6.012 0.35
H -5.781 8.313 6.936 0.41
H -5.444 5.880 5.089 -0.12
H -6.191 4.930 7.179 0.30
H -5.398 6.196 8.152 0.33
C -3.670 -3.693 -7.552 -1.44
C -2.357 -4.238 -8.077 1.05
C -1.215 -3.273 -7.967 -0.47
O -0.354 -3.703 -9.008 -0.26
C -1.154 -4.290 -9.950 0.52
O -0.783 -4.610 -11.066 -0.58
O -2.423 -4.466 -9.475 -0.40
H -4.490 -4.377 -7.793 0.30
H -3.633 -3.554 -6.468 0.29
H -3.916 -2.733 -8.020 0.43
H -2.126 -5.194 -7.591 0.04
H -0.711 -3.329 -6.999 0.32
H -1.500 -2.232 -8.163 0.22
C -7.622 1.685 2.067 -1.46
C -7.606 3.134 2.510 0.47
C -6.245 3.636 2.887 -0.58
O -6.548 4.679 3.796 -0.26
C -7.749 4.356 4.366 0.58
O -8.232 4.928 5.329 -0.55
O -8.333 3.305 3.716 -0.34
H -8.653 1.334 1.949 0.36
H -7.096 1.558 1.116 0.37
H -7.155 1.036 2.815 0.36
H -8.072 3.767 1.744 0.25
H -5.688 4.020 2.028 0.35
H -5.632 2.891 3.408 0.34
C 7.493 3.978 2.501 -1.35
C 7.834 5.197 1.668 0.56
C 8.256 4.872 0.267 -0.23
O 9.071 5.982 -0.069 -0.33
C 9.590 6.448 1.108 0.59
O 10.480 7.277 1.189 -0.56
O 8.980 5.858 2.179 -0.35
H 7.339 4.263 3.547 0.36
H 6.586 3.490 2.131 0.29
H 8.311 3.250 2.493 0.36
H 7.001 5.910 1.684 0.25
H 7.408 4.794 -0.419 0.08
H 8.863 3.963 0.191 0.32
C -5.265 -8.542 -4.598 -1.49
C -4.813 -7.261 -5.270 0.56
C -3.368 -7.266 -5.669 -0.54
O -3.049 -5.885 -5.666 -0.14
C -3.893 -5.297 -4.764 0.53
O -3.785 -4.151 -4.363 -0.60
O -4.872 -6.167 -4.371 -0.35
H -6.278 -8.425 -4.199 0.36
H -5.257 -9.380 -5.301 0.38
H -4.621 -8.793 -3.748 0.36
H -5.466 -7.032 -6.121 0.26
H -3.208 -7.698 -6.660 0.32
H -2.716 -7.772 -4.948 0.33
C 0.226 -2.527 8.109 -1.04
C 0.665 -2.636 9.555 0.57
C 1.080 -4.019 9.957 -0.51
O 0.835 -4.015 11.353 -0.32
C -0.171 -3.111 11.564 0.62
O -0.769 -2.979 12.618 -0.57
O -0.417 -2.381 10.436 -0.31
H -0.204 -1.539 7.915 -0.07
H 1.068 -2.685 7.429 0.41
H -0.556 -3.258 7.875 0.30
H 1.450 -1.901 9.766 0.26
H 2.135 -4.217 9.750 0.31
H 0.472 -4.810 9.503 0.33